Entry 1:
# C36H35AlN7O4PS

A molecular structure, C36H35AlN7O4PS (wB97M-V/def2-TZVPD, OMol25).

As for the energy above the lowest of the compared OMol25 structures with the same formula, charge and spin: 0.259 eV. The frontier orbital gap is 8.9 eV. Its charge is +2.

Cartesian coordinates (Å):
Al  -0.01  0.48  -0.40
N  -1.06  3.32  0.57
P  0.49  2.66  0.67
C  1.58  3.96  0.08
C  2.54  4.55  0.92
C  3.39  5.51  0.40
C  3.30  5.89  -0.93
C  2.35  5.31  -1.76
C  1.49  4.35  -1.26
C  0.87  2.30  2.39
C  -0.02  2.60  3.41
C  0.30  2.26  4.72
C  1.49  1.61  4.99
C  2.38  1.30  3.96
C  2.06  1.64  2.66
C  -2.13  2.55  0.16
C  -3.43  3.06  0.25
C  -4.49  2.25  -0.09
C  -4.24  0.94  -0.52
C  -2.94  0.53  -0.61
N  -1.88  1.32  -0.31
H  -1.28  4.24  0.92
H  2.61  4.26  1.95
H  4.13  5.97  1.05
H  3.97  6.64  -1.32
H  2.28  5.61  -2.80
H  0.74  3.90  -1.91
H  -0.96  3.11  3.21
H  -0.39  2.49  5.52
H  1.74  1.34  6.01
H  3.30  0.78  4.18
H  2.74  1.37  1.86
H  -3.59  4.06  0.62
H  -5.50  2.61  0.00
H  -5.05  0.25  -0.74
H  -2.70  -0.47  -0.92
O  1.09  -1.47  2.39
C  0.04  -1.49  1.81
O  -0.33  -0.57  0.93
C  -0.93  -2.61  1.95
C  -0.52  -3.81  2.54
C  -1.41  -4.87  2.68
C  -2.72  -4.74  2.24
C  -3.10  -3.54  1.67
C  -2.24  -2.47  1.53
N  -4.47  -3.38  1.15
O  -4.70  -2.37  0.51
O  -5.28  -4.24  1.40
H  0.50  -3.90  2.88
H  -1.08  -5.79  3.13
H  -3.44  -5.54  2.34
H  -2.60  -1.55  1.10
N  -2.31  0.56  -3.77
C  -1.66  -0.52  -3.33
S  -0.10  -0.34  -2.59
N  -2.18  -1.72  -3.55
C  -1.61  -2.97  -3.10
C  -1.67  -3.31  -1.76
C  -1.14  -4.52  -1.35
C  -0.57  -5.38  -2.28
C  -0.54  -5.04  -3.62
C  -1.06  -3.82  -4.04
H  -1.84  1.45  -3.74
H  -3.18  0.50  -4.26
H  -2.99  -1.78  -4.15
H  -2.14  -2.65  -1.05
H  -1.18  -4.79  -0.30
H  -0.16  -6.33  -1.96
H  -0.10  -5.71  -4.35
H  -1.03  -3.54  -5.09
C  5.26  1.59  -1.15
C  4.10  0.68  -0.96
C  4.01  -0.69  -0.85
C  2.65  -0.99  -0.69
N  1.94  0.15  -0.70
N  2.84  1.15  -0.86
C  2.04  -2.34  -0.58
H  6.12  1.02  -1.50
H  5.53  2.07  -0.20
H  5.04  2.37  -1.88
H  4.82  -1.39  -0.88
H  2.55  2.11  -0.99
H  2.63  -3.05  -1.15
H  1.02  -2.36  -0.96
H  2.04  -2.66  0.46

Atomic partial charges in e from the Löwdin method, atoms 1 to 6: -0.06, -0.07, 1.06, -0.36, -0.06, -0.04


Entry 2:
# C36H35AsN7S4W

A molecular structure, C36H35AsN7S4W at a distorted geometry (wB97M-V/def2-TZVPD, OMol25).

As for the energy above the lowest of the compared OMol25 structures with the same formula, charge and spin: 0.803 eV. The frontier orbital gap (spin up / spin down) is 5.2 / 5.4 eV. Its charge is +1.

Cartesian coordinates (Å):
W  0.16  -0.03  1.20
S  -1.04  1.40  4.82
C  0.53  1.23  4.31
S  0.87  -0.31  3.43
S  1.84  2.24  4.53
S  0.75  2.26  1.08
C  0.20  3.01  -0.44
C  0.48  4.36  -0.62
C  0.07  5.00  -1.78
C  -0.60  4.30  -2.77
C  -0.87  2.95  -2.60
C  -0.47  2.30  -1.43
As  -0.80  0.41  -1.15
C  -2.73  0.30  -1.33
C  -3.30  -0.97  -1.39
C  -4.67  -1.12  -1.52
C  -5.49  0.00  -1.56
C  -4.93  1.27  -1.48
C  -3.55  1.42  -1.36
C  -0.27  -0.16  -2.95
C  1.04  0.11  -3.34
C  1.47  -0.22  -4.62
C  0.60  -0.81  -5.52
C  -0.71  -1.06  -5.14
C  -1.15  -0.74  -3.86
H  1.00  4.90  0.16
H  0.29  6.06  -1.92
H  -0.92  4.80  -3.68
H  -1.39  2.39  -3.37
H  -2.66  -1.85  -1.35
H  -5.11  -2.11  -1.57
H  -6.56  -0.11  -1.66
H  -5.56  2.15  -1.50
H  -3.12  2.41  -1.29
H  1.72  0.58  -2.64
H  2.49  -0.01  -4.91
H  0.93  -1.06  -6.51
H  -1.41  -1.50  -5.85
H  -2.18  -0.93  -3.59
N  -2.50  2.07  1.74
C  -2.86  0.79  1.85
N  -4.15  0.55  2.05
C  -4.53  -0.72  2.08
N  -5.82  -0.98  2.25
N  -3.69  -1.77  1.95
C  -2.44  -1.47  1.76
N  -1.92  -0.22  1.68
C  -1.47  -2.56  1.66
C  -1.83  -3.87  1.90
C  -0.85  -4.84  1.93
C  0.46  -4.44  1.75
C  0.74  -3.12  1.50
N  -0.21  -2.17  1.41
H  -3.22  2.71  2.03
H  -1.56  2.32  2.02
H  -6.44  -0.20  2.42
H  -6.14  -1.92  2.34
H  -2.87  -4.08  2.08
H  -1.09  -5.88  2.12
H  1.28  -5.15  1.82
H  1.76  -2.78  1.37
C  5.53  1.54  2.95
N  4.92  0.42  2.19
C  4.57  -0.70  3.11
C  3.72  0.89  1.40
C  3.32  -0.12  0.34
C  4.35  -0.49  -0.53
C  4.18  -1.43  -1.52
C  2.93  -2.01  -1.66
C  1.89  -1.60  -0.85
C  2.01  -0.65  0.19
H  6.37  1.18  3.54
H  4.76  1.96  3.61
H  5.87  2.31  2.26
H  5.60  0.07  1.52
H  3.92  -0.32  3.89
H  5.48  -1.11  3.55
H  4.05  -1.47  2.55
H  4.02  1.82  0.92
H  2.94  1.11  2.12
H  5.33  -0.02  -0.43
H  4.99  -1.70  -2.18
H  2.75  -2.75  -2.43
H  0.92  -2.05  -1.02

Atomic partial charges in e from the Löwdin method, atoms 1 to 6: 0.86, 0.49, -1.87, 0.48, 0.46, 0.64


Entry 3:
# C36H35BaBr2N2O2P

A molecular structure, C36H35BaBr2N2O2P (wB97M-V/def2-TZVPD, OMol25).

As for the energy above the lowest of the compared OMol25 structures with the same formula, charge and spin: 0.206 eV. The frontier orbital gap is 6.0 eV.

Cartesian coordinates (Å):
Ba  -2.00  -0.13  -0.99
C  4.45  1.52  -0.45
C  4.09  0.19  -1.06
C  5.09  -0.59  -1.62
C  4.82  -1.84  -2.17
C  3.52  -2.32  -2.18
C  2.51  -1.54  -1.64
C  2.77  -0.29  -1.08
P  1.30  0.57  -0.41
C  1.51  2.33  -0.87
C  1.44  2.51  -2.26
C  1.46  3.77  -2.84
C  1.52  4.88  -2.02
C  1.58  4.72  -0.65
C  1.59  3.46  -0.04
C  1.69  3.40  1.46
C  1.34  0.27  1.36
C  2.43  -0.34  2.00
C  2.37  -0.73  3.32
C  1.16  -0.55  4.01
C  0.08  0.03  3.40
C  0.11  0.51  2.06
C  -1.01  1.15  1.48
H  5.49  1.53  -0.15
H  3.84  1.75  0.42
H  4.29  2.33  -1.17
H  6.11  -0.22  -1.61
H  5.63  -2.42  -2.60
H  3.30  -3.29  -2.60
H  1.49  -1.91  -1.65
H  1.36  1.64  -2.90
H  1.41  3.87  -3.91
H  1.51  5.88  -2.44
H  1.63  5.59  -0.01
H  2.28  4.24  1.82
H  2.14  2.48  1.82
H  0.70  3.48  1.91
H  3.34  -0.51  1.43
H  3.23  -1.18  3.81
H  1.07  -0.87  5.04
H  -0.84  0.17  3.97
H  -0.87  1.93  0.74
H  -1.84  1.35  2.15
Br  -2.79  5.10  -1.81
C  -4.26  3.96  -1.51
C  -5.54  4.51  -1.33
C  -6.63  3.72  -1.11
Br  -8.33  4.53  -0.89
C  -6.49  2.31  -1.03
C  -7.55  1.42  -0.78
C  -7.30  0.08  -0.69
C  -5.98  -0.37  -0.84
N  -4.96  0.42  -1.08
C  -5.20  1.76  -1.20
C  -4.04  2.58  -1.49
O  -2.91  2.01  -1.67
H  -5.65  5.59  -1.38
H  -8.55  1.81  -0.65
H  -8.09  -0.64  -0.50
H  -5.76  -1.43  -0.75
O  -1.12  -2.51  -0.43
C  -0.60  -3.28  0.40
C  -0.97  -4.76  0.40
C  0.20  -5.73  0.12
C  1.59  -5.08  0.07
C  2.08  -4.57  1.42
C  0.99  -3.80  2.18
N  0.28  -2.88  1.30
H  -1.75  -4.87  -0.35
H  -1.42  -4.97  1.37
H  0.02  -6.23  -0.83
H  0.21  -6.52  0.88
H  1.56  -4.25  -0.65
H  2.31  -5.79  -0.33
H  2.95  -3.92  1.28
H  2.40  -5.41  2.04
H  1.42  -3.21  2.98
H  0.28  -4.49  2.63
H  0.54  -1.90  1.32

Atomic partial charges in e from the Löwdin method, atoms 1 to 6: 1.86, -0.04, -0.26, -0.05, -0.08, -0.09


Entry 4:
# C36H35ClMnN2O5P2

A molecular structure, C36H35ClMnN2O5P2 at a distorted geometry (wB97M-V/def2-TZVPD, OMol25).

The spin multiplicity is 6. As for the energy above the lowest of the compared OMol25 structures with the same formula, charge and spin: 0.941 eV. The frontier orbital gap (spin up / spin down) is 5.8 / 7.5 eV.

Cartesian coordinates (Å):
Mn  0.78  -1.46  -0.24
O  2.78  -2.34  -0.48
C  2.77  -1.10  -0.47
C  3.57  0.03  -0.67
C  4.99  0.10  -0.55
C  5.60  1.32  -0.61
C  4.87  2.51  -0.81
C  3.49  2.45  -0.94
C  2.83  1.23  -0.86
P  1.06  0.94  -1.00
C  0.76  0.55  -2.76
C  1.80  0.49  -3.69
C  1.53  0.12  -5.01
C  0.24  -0.18  -5.40
C  -0.80  -0.12  -4.48
C  -0.54  0.23  -3.16
C  0.37  2.62  -0.78
C  0.53  3.20  0.48
C  0.18  4.53  0.69
C  -0.36  5.27  -0.35
C  -0.55  4.69  -1.59
C  -0.18  3.37  -1.81
H  5.56  -0.81  -0.40
H  6.68  1.38  -0.52
H  5.38  3.46  -0.86
H  2.93  3.36  -1.10
H  2.81  0.73  -3.39
H  2.34  0.07  -5.72
H  0.04  -0.47  -6.42
H  -1.81  -0.37  -4.78
H  -1.35  0.26  -2.44
H  0.97  2.63  1.29
H  0.33  4.98  1.66
H  -0.63  6.31  -0.19
H  -0.97  5.27  -2.41
H  -0.30  2.93  -2.79
O  -3.87  -5.28  -1.12
C  -4.44  -4.10  -1.04
O  -5.63  -3.94  -1.16
C  -3.55  -2.91  -0.80
C  -4.02  -1.63  -0.59
Cl  -5.61  -1.03  -0.50
N  -2.97  -0.81  -0.42
N  -1.81  -1.49  -0.49
C  -2.14  -2.75  -0.72
C  -1.02  -3.75  -0.84
O  -1.29  -4.95  -0.75
O  0.14  -3.27  -0.98
C  -2.99  0.59  -0.13
C  -3.52  1.47  -1.07
C  -3.59  2.82  -0.77
C  -3.13  3.29  0.45
C  -2.59  2.41  1.37
C  -2.51  1.05  1.08
H  -2.86  -5.21  -1.06
H  -3.88  1.08  -2.02
H  -4.01  3.50  -1.50
H  -3.19  4.34  0.68
H  -2.23  2.77  2.32
H  -2.11  0.35  1.80
C  -1.64  -2.55  4.17
C  -1.28  -2.45  2.69
P  0.41  -1.85  2.29
C  1.44  -3.18  3.02
C  2.95  -3.01  2.87
C  0.64  -0.38  3.35
C  1.88  0.45  3.00
H  -2.65  -2.96  4.28
H  -1.63  -1.57  4.66
H  -0.96  -3.21  4.72
H  -1.98  -1.80  2.17
H  -1.37  -3.42  2.20
H  1.12  -4.10  2.52
H  1.17  -3.29  4.08
H  3.23  -2.87  1.83
H  3.46  -3.91  3.24
H  3.32  -2.17  3.45
H  0.64  -0.68  4.40
H  -0.26  0.23  3.21
H  2.79  -0.03  3.34
H  1.84  1.43  3.47
H  1.98  0.60  1.92

Atomic partial charges in e from the Löwdin method, atoms 1 to 6: 0.61, -0.03, -0.39, -0.25, -0.02, -0.09


Entry 5:
# C36H35ClN5O5PtS

A molecular structure, C36H35ClN5O5PtS at a distorted geometry (wB97M-V/def2-TZVPD, OMol25).

As for the energy above the lowest of the compared OMol25 structures with the same formula, charge and spin: 1.649 eV. The frontier orbital gap is 6.8 eV. Its charge is +1.

Cartesian coordinates (Å):
Pt  0.36  -0.28  0.14
C  0.34  -1.76  4.58
O  -0.49  -2.62  3.76
C  -0.27  -2.27  2.49
N  0.50  -1.27  2.26
C  0.92  -0.73  3.57
C  2.40  -0.54  3.78
C  3.34  -0.92  2.84
C  4.70  -0.74  3.09
C  5.12  -0.19  4.29
C  4.18  0.18  5.24
C  2.83  0.00  4.99
C  -1.10  -2.95  1.46
C  -2.19  -3.79  1.68
C  -2.98  -4.10  0.58
C  -2.74  -3.52  -0.66
C  -1.63  -2.70  -0.76
N  -0.82  -2.52  0.26
C  -1.24  -1.78  -1.86
N  -0.35  -0.85  -1.71
C  -0.17  -0.18  -3.02
C  -1.34  -0.77  -3.84
O  -1.83  -1.88  -3.03
C  -0.13  1.32  -3.02
C  -0.77  2.09  -2.06
C  -0.69  3.48  -2.14
C  -0.02  4.09  -3.18
C  0.60  3.31  -4.16
C  0.55  1.93  -4.07
H  1.12  -2.37  5.02
H  -0.29  -1.32  5.35
H  0.43  0.24  3.66
H  3.02  -1.36  1.91
H  5.42  -1.03  2.34
H  6.17  -0.04  4.48
H  4.50  0.61  6.18
H  2.10  0.31  5.73
H  -2.43  -4.15  2.67
H  -3.83  -4.75  0.71
H  -3.41  -3.68  -1.50
H  0.79  -0.53  -3.42
H  -1.03  -1.18  -4.80
H  -2.15  -0.07  -3.98
H  -1.33  1.62  -1.27
H  -1.16  4.08  -1.38
H  0.03  5.17  -3.24
H  1.12  3.79  -4.98
H  1.06  1.33  -4.82
S  2.53  -0.34  -0.58
C  2.90  -1.92  -1.07
N  4.05  -2.15  -1.72
C  4.46  -3.47  -2.18
C  3.89  -4.52  -1.24
C  2.39  -4.34  -1.12
N  2.10  -2.94  -0.78
H  4.62  -1.35  -1.92
H  5.55  -3.50  -2.19
H  4.11  -3.64  -3.20
H  4.36  -4.41  -0.25
H  4.12  -5.52  -1.61
H  2.00  -4.97  -0.32
H  1.89  -4.61  -2.05
H  1.22  -2.69  -0.33
C  -4.95  2.91  -1.67
C  -4.06  3.89  -0.96
C  -3.84  5.17  -1.46
C  -2.99  6.05  -0.80
Cl  -2.72  7.63  -1.47
C  -2.36  5.67  0.36
C  -2.56  4.39  0.87
C  -3.41  3.51  0.22
O  -3.67  2.23  0.62
C  -2.99  1.72  1.76
C  -1.59  1.26  1.34
O  -0.59  1.95  1.49
O  -1.59  0.10  0.75
H  -5.37  3.35  -2.57
H  -5.77  2.59  -1.02
H  -4.40  2.01  -1.94
H  -4.33  5.48  -2.38
H  -1.69  6.36  0.86
H  -2.01  4.09  1.75
H  -3.56  0.85  2.08
H  -2.94  2.45  2.56

Atomic partial charges in e from the Löwdin method, atoms 1 to 6: 0.93, -0.04, 0.05, -0.29, 0.09, -0.22


Entry 6:
# C36H35F3N6O2Ti

A molecular structure, C36H35F3N6O2Ti at a distorted geometry (wB97M-V/def2-TZVPD, OMol25).

As for the energy above the lowest of the compared OMol25 structures with the same formula, charge and spin: 0.517 eV. The frontier orbital gap is 4.8 eV. Its charge is -2.

Cartesian coordinates (Å):
Ti  -0.35  -0.29  -0.14
C  2.83  2.97  0.62
C  1.92  2.96  -0.60
C  0.42  3.23  -0.43
N  -0.43  2.16  0.11
C  -1.58  2.55  0.55
C  -2.08  3.90  0.37
C  -3.00  4.63  1.08
C  -3.81  4.26  2.17
C  -4.02  2.95  2.55
C  -3.51  1.76  2.03
C  -2.49  1.50  1.08
N  -2.24  0.30  0.61
C  -3.25  -0.74  0.72
C  -3.08  -1.68  1.90
C  -1.88  -2.60  1.76
N  -0.68  -1.82  1.57
C  0.46  -2.26  2.01
C  0.68  -3.62  2.42
C  1.77  -4.23  2.98
C  2.99  -3.71  3.41
C  3.36  -2.38  3.29
C  2.72  -1.29  2.74
C  1.49  -1.18  2.05
N  1.05  -0.06  1.51
C  1.69  1.17  1.95
C  2.98  1.59  1.24
H  2.47  3.69  1.37
H  3.82  3.33  0.30
H  2.07  2.02  -1.11
H  2.26  3.72  -1.31
H  0.02  3.47  -1.42
H  0.32  4.13  0.19
H  -1.65  4.41  -0.47
H  -3.11  5.66  0.74
H  -4.38  5.03  2.66
H  -4.73  2.81  3.36
H  -3.92  0.87  2.49
H  -3.20  -1.32  -0.21
H  -4.25  -0.28  0.74
H  -3.98  -2.29  2.00
H  -2.98  -1.10  2.83
H  -2.03  -3.29  0.92
H  -1.80  -3.21  2.67
H  -0.14  -4.28  2.17
H  1.65  -5.30  3.12
H  3.70  -4.40  3.85
H  4.35  -2.14  3.69
H  3.31  -0.38  2.75
H  1.88  1.08  3.03
H  0.95  1.95  1.84
H  3.22  0.86  0.46
H  3.82  1.59  1.94
C  3.19  1.40  -4.72
C  1.96  1.84  -4.25
C  1.34  1.23  -3.17
C  1.95  0.14  -2.51
C  3.18  -0.31  -3.01
C  3.79  0.32  -4.08
N  1.31  -0.45  -1.43
N  1.86  -1.66  -1.10
C  0.88  -2.63  -1.04
C  1.26  -3.99  -1.04
C  0.30  -4.96  -1.29
C  -1.03  -4.59  -1.51
C  -1.40  -3.25  -1.37
C  -0.49  -2.25  -1.07
H  3.67  1.88  -5.57
H  1.45  2.67  -4.73
H  0.39  1.60  -2.82
H  3.64  -1.17  -2.54
H  4.75  -0.05  -4.43
H  2.31  -4.25  -0.91
H  0.59  -6.00  -1.33
H  -1.77  -5.35  -1.74
H  -2.46  -3.00  -1.48
F  -3.66  -0.62  -3.01
C  -3.40  0.67  -3.26
F  -3.32  0.80  -4.60
F  -4.50  1.36  -2.88
C  -2.12  1.21  -2.54
O  -1.89  2.40  -2.74
O  -1.46  0.33  -1.94

Atomic partial charges in e from the Löwdin method, atoms 1 to 6: 1.12, -0.21, -0.18, -0.21, 0.04, -0.23